## A
Here is one molecule with the formula C6H12O from OMol25. Energies are from ωB97M-V/def2-TZVPD.

Last columns: bonded neighbours and bond lengths (Å).
Atoms and positions in Å:
1 C 0.046 -1.798 1.196  C2 1.529, H8 1.097, H9 1.096, H10 1.096
2 C -0.137 -1.196 -0.198  C1 1.529, C3 1.539, H11 1.098, H12 1.098
3 C 0.638 0.110 -0.450  C2 1.539, C4 1.544, C5 1.533, H13 1.098
4 C 0.576 0.544 -1.931  C3 1.544, H14 1.093, H15 1.095, H19 1.092
5 C 0.214 1.283 0.441  C3 1.533, C6 1.465, O7 1.426, H16 1.092
6 C -1.114 1.416 1.046  C5 1.465, O7 1.416, H17 1.089, H18 1.089
7 O -0.756 2.183 -0.089  C5 1.426, C6 1.416
8 H 1.101 -2.028 1.391  C1 1.097
9 H -0.520 -2.731 1.298  C1 1.096
10 H -0.295 -1.120 1.987  C1 1.096
11 H -1.204 -1.035 -0.399  C2 1.098
12 H 0.197 -1.931 -0.944  C2 1.098
13 H 1.682 -0.104 -0.189  C3 1.098
14 H 1.566 0.553 -2.393  C4 1.093
15 H -0.065 -0.129 -2.511  C4 1.095
16 H 1.035 1.812 0.930  C5 1.092
17 H -1.865 0.650 0.860  C6 1.089
18 H -1.248 1.977 1.970  C6 1.089
19 H 0.147 1.545 -2.014  C4 1.092

Its molar mass is 100.161 g mol⁻¹. The value obtained for the HOMO energy is -10.2 eV. Its structure (SMILES) is CC[C@@H](C)[C@@H]1CO1.

Results of the Löwdin charge analysis, in e, for atoms 1 through 2: atom 1 (C): -0.1026, atom 2 (C): -0.2451

## B
Here is one molecule with the formula C6H12O from OMol25. Energies are from ωB97M-V/def2-TZVPD.

Last columns: bonded neighbours and bond lengths (Å).
Atoms and positions in Å:
1 C -1.375 -1.673 -1.492  C2 1.533, H8 1.096, H9 1.095, H10 1.098
2 C -0.009 -1.050 -1.185  C1 1.533, C3 1.539, H11 1.097, H12 1.100
3 C 0.155 -0.457 0.225  C2 1.539, C4 1.531, O7 1.440, H13 1.095
4 C 1.485 0.265 0.456  C3 1.531, C5 1.533, H14 1.096, H15 1.098
5 C 1.060 1.532 1.208  C4 1.533, C6 1.523, H16 1.093, H17 1.097
6 C -0.304 1.797 0.584  C5 1.523, O7 1.418, H18 1.095, H19 1.103
7 O -0.888 0.514 0.434  C3 1.440, C6 1.418
8 H -1.598 -2.513 -0.825  C1 1.096
9 H -2.178 -0.937 -1.388  C1 1.095
10 H -1.402 -2.054 -2.521  C1 1.098
11 H 0.781 -1.798 -1.326  C2 1.097
12 H 0.181 -0.244 -1.909  C2 1.100
13 H 0.021 -1.230 0.990  C3 1.095
14 H 2.184 -0.342 1.041  C4 1.096
15 H 1.980 0.514 -0.491  C4 1.098
16 H 1.763 2.359 1.082  C5 1.093
17 H 0.943 1.322 2.278  C5 1.097
18 H -0.970 2.402 1.207  C6 1.095
19 H -0.186 2.294 -0.394  C6 1.103

Its molar mass is 100.161 g mol⁻¹. The value obtained for the HOMO energy is -9.5 eV. Its structure (SMILES) is CC[C@H]1CCCO1.

Results of the Löwdin charge analysis, in e, for atoms 1 through 2: atom 1 (C): -0.1044, atom 2 (C): -0.2079

Each structure's energy above the most stable one, in kcal/mol: A 26.2; B 0.0.

## A
Here is a 2-piece molecular cluster, C6H12O overall from OMol25. Energies are from ωB97M-V/def2-TZVPD.

Last columns: bonded neighbours and bond lengths (Å).
Atoms and positions in Å:
1 C -0.327 -2.647 1.742  C2 1.329, H8 1.087, H10 1.087
2 C -1.453 -2.010 1.436  C1 1.329, H11 1.088, H12 1.086
3 O -0.650 -1.001 -0.803  C4 1.405, H9 0.969
4 C -0.373 0.242 -1.395  O3 1.405, C5 1.510, H13 1.102, H14 1.095
5 C -0.001 1.348 -0.438  C4 1.510, C6 1.501, C7 1.505, H15 1.089
6 C 0.879 2.440 -0.974  C5 1.501, C7 1.502, H16 1.088, H17 1.085
7 C 1.422 1.473 0.039  C5 1.505, C6 1.502, H18 1.088, H19 1.086
8 H -0.106 -3.630 1.335  C1 1.087
9 H 0.035 -1.240 -0.161  O3 0.969
10 H 0.417 -2.206 2.401  C1 1.087
11 H -1.669 -1.009 1.802  C2 1.088
12 H -2.182 -2.428 0.748  C2 1.086
13 H 0.427 0.142 -2.146  C4 1.102
14 H -1.291 0.513 -1.926  C4 1.095
15 H -0.777 1.640 0.268  C5 1.089
16 H 1.218 2.335 -2.002  C6 1.088
17 H 0.692 3.466 -0.671  C6 1.085
18 H 2.143 0.731 -0.298  C7 1.088
19 H 1.597 1.841 1.046  C7 1.086

Its molar mass is 100.161 g mol⁻¹. The value obtained for the HOMO energy is -9.7 eV. Its structure (SMILES) is OCC1CC1.C=C.

Results of the Löwdin charge analysis, in e, for atoms 1 through 2: atom 1 (C): -0.0912, atom 2 (C): -0.0903

## B
Here is one molecule with the formula C6H12O from OMol25. Energies are from ωB97M-V/def2-TZVPD.

Last columns: bonded neighbours and bond lengths (Å).
Atoms and positions in Å:
1 C -1.408 -0.410 1.598  C2 1.532, H8 1.095, H9 1.094, H10 1.096
2 C -1.217 0.717 0.578  C1 1.532, C3 1.518, H11 1.099, H12 1.096
3 C -0.618 0.254 -0.738  C2 1.518, C4 1.515, C5 1.504, H13 1.090
4 C 0.425 1.062 -1.482  C3 1.515, C5 1.493, H14 1.089, H15 1.086
5 C 0.793 -0.250 -0.871  C3 1.504, C4 1.493, C6 1.509, O7 1.406
6 C 1.728 -0.323 0.311  C5 1.509, H16 1.094, H17 1.098, H18 1.095
7 O 1.001 -1.269 -1.817  C5 1.406, H19 0.966
8 H -2.138 -0.131 2.365  C1 1.095
9 H -0.472 -0.653 2.108  C1 1.094
10 H -1.764 -1.329 1.119  C1 1.096
11 H -0.602 1.516 1.013  C2 1.099
12 H -2.191 1.172 0.364  C2 1.096
13 H -1.318 -0.272 -1.387  C3 1.090
14 H 0.800 1.968 -1.009  C4 1.089
15 H 0.372 1.089 -2.567  C4 1.086
16 H 2.764 -0.303 -0.040  C6 1.094
17 H 1.574 -1.256 0.869  C6 1.098
18 H 1.578 0.511 1.003  C6 1.095
19 H 0.693 -2.093 -1.418  O7 0.966

Its molar mass is 100.161 g mol⁻¹. The value obtained for the HOMO energy is -9.5 eV. Its structure (SMILES) is CC[C@H]1C[C@]1(C)O.

Results of the Löwdin charge analysis, in e, for atoms 1 through 2: atom 1 (C): -0.1033, atom 2 (C): -0.2258

Each structure's energy above the most stable one, in kcal/mol: A 31.6; B 0.0.

## A
Here is a 2-piece molecular cluster, C6H12O overall from OMol25. Energies are from ωB97M-V/def2-TZVPD.

Last columns: bonded neighbours and bond lengths (Å).
Atoms and positions in Å:
1 C 2.866 0.472 0.156  C2 1.511, H7 1.268, H8 1.061, H9 1.167
2 C 1.850 -0.584 -0.213  C1 1.511, C3 1.488, H11 0.976
3 C 0.475 -0.450 0.337  C2 1.488, C4 1.547, H12 1.146, H13 1.098
4 C -0.165 0.771 -0.366  C3 1.547, H14 1.085, H15 1.017, O19 1.532
5 C -2.433 -0.088 -0.280  C6 1.289, H16 1.186, O19 1.380
6 C -3.615 -0.174 0.226  C5 1.289, H17 1.158, H18 1.030
7 H 2.605 1.566 -0.431  C1 1.268
8 H 3.718 -0.045 -0.206  C1 1.061
9 H 2.705 0.804 1.264  C1 1.167
10 H 2.492 -1.668 0.568  no bonds
11 H 1.535 -0.800 -1.111  C2 0.976
12 H 0.492 -0.275 1.470  C3 1.146
13 H -0.152 -1.308 0.063  C3 1.098
14 H 0.191 1.766 -0.121  C4 1.085
15 H -0.358 0.338 -1.266  C4 1.017
16 H -2.314 -0.583 -1.352  C5 1.186
17 H -4.020 0.213 1.240  C6 1.158
18 H -4.279 -0.868 -0.146  C6 1.030
19 O -1.594 0.912 0.166  C4 1.532, C5 1.380

Its molar mass is 100.161 g mol⁻¹. The value obtained for the HOMO energy is -8.8 eV.

Results of the Löwdin charge analysis, in e, for atoms 1 through 2: atom 1 (C): -0.1521, atom 2 (C): -0.3070

## B
Here is one molecule with the formula C6H12O from OMol25. Energies are from ωB97M-V/def2-TZVPD.

Last columns: bonded neighbours and bond lengths (Å).
Atoms and positions in Å:
1 C 2.342 -0.560 0.001  C2 1.528, H8 1.095, H9 1.095, H10 1.094
2 C 1.352 0.392 -0.669  C1 1.528, C3 1.538, H11 1.098, H12 1.099
3 C 0.150 0.698 0.241  C2 1.538, C4 1.551, O7 1.426, H13 1.096
4 C -1.137 1.089 -0.530  C3 1.551, C5 1.543, H14 1.093, H15 1.095
5 C -2.099 -0.087 -0.265  C4 1.543, C6 1.528, H16 1.094, H17 1.094
6 C -1.158 -1.164 0.274  C5 1.528, O7 1.412, H18 1.093, H19 1.103
7 O -0.207 -0.440 1.024  C3 1.426, C6 1.412
8 H 2.480 -0.295 1.054  C1 1.095
9 H 1.972 -1.590 -0.018  C1 1.095
10 H 3.317 -0.538 -0.493  C1 1.094
11 H 1.843 1.344 -0.913  C2 1.098
12 H 1.017 -0.025 -1.628  C2 1.099
13 H 0.445 1.467 0.963  C3 1.096
14 H -1.553 2.034 -0.169  C4 1.093
15 H -0.935 1.209 -1.600  C4 1.095
16 H -2.648 -0.406 -1.156  C5 1.094
17 H -2.826 0.179 0.508  C5 1.094
18 H -1.633 -1.889 0.940  C6 1.093
19 H -0.671 -1.713 -0.550  C6 1.103

Its molar mass is 100.161 g mol⁻¹. The value obtained for the HOMO energy is -9.6 eV. Its structure (SMILES) is CC[C@H]1CCCO1.

Results of the Löwdin charge analysis, in e, for atoms 1 through 2: atom 1 (C): -0.1024, atom 2 (C): -0.2092

Each structure's energy above the most stable one, in kcal/mol: A 115.2; B 0.0.